[1]
Computed, not measured: a 6-piece molecular cluster, C29H36F15N3O11S overall, with ωB97M-V/def2-TZVPD.

Atoms and positions in Å:
C 0.688 -4.118 1.099
H 0.270 -2.887 -4.803
C -0.530 -3.183 0.915
F -4.304 1.769 3.367
F 4.115 -2.660 -0.037
H -4.553 2.057 -5.175
C -0.553 -2.372 -5.295
H -1.351 -1.590 -3.463
C -4.674 -1.065 -6.205
N 0.319 -5.126 2.118
H -1.333 -1.580 2.155
H 1.561 -3.586 1.468
H -2.620 2.363 7.562
C 4.188 -0.635 -1.242
H -0.494 3.564 7.126
C -3.890 -2.457 1.130
C -0.576 5.782 -5.452
H 5.330 1.746 2.765
N 1.098 -5.117 -1.292
F -3.065 0.213 2.532
C 2.691 1.963 -1.934
C -1.134 3.266 6.296
H -0.318 -2.715 3.036
N -0.169 -1.366 -0.929
H -0.871 -2.964 -6.152
F 0.405 5.720 -4.538
C -0.275 -2.133 -0.081
H -3.099 3.331 -3.571
H 7.820 1.468 2.983
H -3.377 2.359 -6.464
O -1.632 3.743 -4.992
F -0.120 5.233 -6.583
H -3.245 -3.680 -0.537
C -3.599 -2.042 -5.699
C 6.004 3.032 6.483
H -1.749 4.117 6.002
H 4.796 2.393 -2.051
C -1.827 5.051 -4.933
C -3.795 2.747 -5.538
F 4.530 -0.877 1.108
O 3.561 -1.096 -2.146
O -2.796 5.614 -4.517
C -3.584 0.689 3.675
H -3.228 -1.738 0.641
C -1.692 -2.166 -4.321
C -2.006 2.100 6.704
H 2.416 2.706 -2.682
H 2.013 1.114 -2.025
H 4.287 1.078 -3.101
F 4.716 3.175 6.830
O -3.582 -3.206 -5.966
O 4.549 0.630 -1.083
O 5.748 1.437 4.785
S -1.375 -7.177 1.352
O -2.939 1.753 5.657
F -4.432 -0.213 4.183
C -1.077 -2.636 2.253
H -4.889 -2.017 1.151
F 6.637 4.166 6.761
C -3.977 -3.747 0.274
F -0.839 7.063 -5.690
C 7.158 0.603 2.978
O -2.755 -1.388 -4.917
C 4.130 1.537 -2.126
H -0.196 -1.412 -5.671
H -4.199 -3.233 3.117
H -1.315 -3.813 0.489
H 7.579 -0.138 3.658
H -3.682 -4.627 0.848
H 7.137 0.189 1.971
O -2.185 -3.408 2.654
F -4.124 0.086 -6.613
O -1.349 0.582 4.568
C -2.463 1.004 4.679
C 4.727 -1.481 -0.077
C 0.976 -4.752 -0.212
C -3.422 -2.710 2.559
F 6.530 2.064 7.242
H 2.550 2.393 -0.941
H 5.107 0.117 3.387
C 5.761 0.985 3.415
C -0.342 -6.091 1.788
H -3.303 -1.744 3.039
F -5.362 -1.580 -7.218
F 6.043 -1.695 -0.199
C -2.708 2.917 -4.500
H -2.083 -3.113 -3.952
H -4.955 -3.877 -0.183
H -1.414 1.227 6.975
H -2.254 1.955 -4.268
C 6.113 2.695 4.985
H -0.502 3.007 5.448
H -4.274 3.699 -5.767
F -5.543 -0.777 -5.223
O 6.446 3.485 4.153

The molar mass is 919.7 g mol⁻¹. Its multiplicity is 1.

[2]
Computed, not measured: C25H27NO6S in the gas phase at a distorted geometry, with ωB97M-V/def2-TZVPD.

Atoms and positions in Å:
C 3.648 -0.783 1.405
H -1.935 3.525 3.903
H 3.912 1.203 2.198
C -2.257 0.008 -1.329
H 0.420 -0.824 3.503
S 1.661 1.723 3.854
C -0.102 -0.889 -0.698
H 0.761 -0.909 -0.054
O 1.865 -4.319 -2.945
H 4.557 -0.764 0.822
O 0.854 -2.639 -1.914
H 4.296 -3.135 0.382
O 2.835 2.367 4.358
H 1.048 -2.808 2.139
H -3.486 4.988 2.549
C 2.847 -1.922 1.387
O 1.009 1.488 0.356
C -2.285 -2.962 -4.757
C 3.294 0.320 2.160
C -2.326 -0.871 -2.383
H 2.926 -4.034 1.054
C -0.176 -1.780 -1.764
C 0.908 -3.587 -2.915
H -3.158 -3.451 -4.317
H -2.200 6.192 2.435
H -2.231 -4.639 -6.169
H -0.636 4.675 3.623
H -3.052 0.708 -1.132
H -0.214 3.955 0.001
C -1.554 4.267 3.199
C 1.315 -0.829 2.900
H 1.648 3.084 2.063
C -1.257 -2.729 -3.694
C 3.225 -3.111 0.563
C 1.677 -1.930 2.144
C -0.214 -3.584 -3.825
C -0.276 2.364 2.192
H -3.186 -0.869 -3.035
H -2.128 3.141 1.453
H -1.282 5.247 0.539
C -1.564 -3.884 -5.758
H -2.620 -2.033 -5.218
C -0.565 4.502 0.874
C -1.289 -1.778 -2.626
O 0.611 1.359 4.761
H -0.630 -5.513 -4.621
H 0.281 5.014 1.326
N 0.977 2.790 2.758
H -2.869 5.767 4.005
C -1.140 -0.001 -0.492
H -1.178 -3.290 -6.587
C -0.038 1.530 0.946
C 2.130 0.286 2.902
O -1.151 0.875 0.582
H 2.722 -3.073 -0.404
H 0.519 -4.592 -5.581
H -0.754 1.735 2.951
C -1.212 3.558 1.885
C -2.590 5.372 3.031
C -0.390 -4.512 -4.985

The molar mass is 469.6 g mol⁻¹. Its multiplicity is 1. The energy above the lowest of the compared OMol25 structures with the same formula, charge and spin comes out at 13.3 kcal per mole.

[3]
Computed, not measured: C7H5Br as an isolated structure at a distorted geometry, with ωB97M-V/def2-TZVPD.

Atoms and positions in Å:
H -0.919 -2.505 -0.253
H 1.192 -2.010 1.158
H -0.286 2.566 -0.855
C 0.463 0.490 -0.964
C 0.320 1.829 -0.441
C 0.726 -1.265 0.551
C 1.350 0.002 0.263
Br 3.308 0.012 0.221
C -0.327 -1.520 -0.304
C 1.009 1.520 0.663
H 1.377 1.913 1.589
H -1.395 -0.435 -1.862
C -0.575 -0.407 -1.185

The molar mass is 169.0 g mol⁻¹. Its multiplicity is 1. The energy above the lowest of the compared OMol25 structures with the same formula, charge and spin comes out at 17.8 kcal per mole.

[4]
Computed, not measured: C5H4N2O in the gas phase at a distorted geometry, with ωB97M-V/def2-TZVPD.

Atoms and positions in Å:
H 1.582 1.919 0.103
N -1.507 -0.907 -0.059
C 1.629 -0.301 -0.055
N 0.847 -1.471 -0.094
H -2.526 0.729 -0.291
C 0.925 0.970 -0.073
H -0.714 -2.698 0.230
C -0.434 -1.746 0.100
O 2.789 -0.327 -0.024
C -0.432 1.215 0.104
H -0.592 2.272 0.159
C -1.567 0.346 -0.102

The molar mass is 108.1 g mol⁻¹. Its multiplicity is 1. The energy above the lowest of the compared OMol25 structures with the same formula, charge and spin comes out at 47.2 kcal per mole.

[5]
Computed, not measured: an isolated ion of composition C5H9O2S2 and charge -1 at a distorted geometry, with ωB97M-V/def2-TZVPD.

Atoms and positions in Å:
H 2.684 -0.987 -0.576
S 0.257 1.550 0.134
H 0.724 -2.237 0.285
H 3.176 -1.583 0.941
C 0.930 -1.255 0.748
H -1.894 2.496 -0.159
C -1.007 2.426 -0.738
C 2.428 -0.927 0.485
C -0.347 -0.186 -0.068
H 2.646 0.038 0.806
S -0.427 -0.701 -1.824
O -2.596 -0.968 -0.143
H -1.280 1.819 -1.492
H -0.501 3.421 -0.916
H 0.505 -1.106 1.882
H -1.521 -1.463 -1.643
O -2.004 0.084 1.683
C -1.773 -0.421 0.594

As for the charge: -1. The molar mass is 165.3 g mol⁻¹. Its multiplicity is 1. The energy above the lowest of the compared OMol25 structures with the same formula, charge and spin comes out at 34.8 kcal per mole.

[6]
Computed, not measured: a 2-piece molecular cluster, C10H17N2O2 overall at a distorted geometry, with ωB97M-V/def2-TZVPD.

Atoms and positions in Å:
H 1.939 -3.385 -0.554
O 1.192 -0.124 2.604
H -1.391 3.993 1.542
H 2.148 -0.642 -1.657
H -0.547 2.908 -1.239
H -2.536 -1.517 0.688
N -0.527 -1.475 0.491
H 0.388 -3.761 0.350
H -2.270 -1.789 -1.987
O -0.724 1.584 0.272
C 0.641 0.732 1.980
C -0.588 3.836 0.781
H -2.241 -3.149 -1.228
H 0.817 3.324 2.518
C 0.617 3.149 1.528
H 1.870 -2.853 1.049
H 0.965 0.364 -0.626
H 0.243 -3.189 -1.947
C 0.216 1.717 1.249
C -1.079 2.839 -0.237
C -1.690 -1.633 0.055
H 1.539 3.363 0.979
C 0.497 -1.731 -0.430
C 1.542 -0.610 -0.664
H -2.163 2.817 -0.471
H -0.193 4.792 0.315
C 1.224 -2.994 0.153
H 2.141 -0.639 0.259
H -0.138 -1.450 -2.671
N -1.646 -2.268 -1.331
C -0.247 -2.207 -1.771

As for the charge: +1. The molar mass is 197.3 g mol⁻¹. Its multiplicity is 1. The energy above the lowest of the compared OMol25 structures with the same formula, charge and spin comes out at 105.0 kcal per mole.

[7]
Computed, not measured: a 2-piece molecular cluster, C6H18N2O overall at a distorted geometry, with ωB97M-V/def2-TZVPD.

Atoms and positions in Å:
H -2.492 0.518 -1.050
C -1.471 0.949 -0.659
H 1.043 2.127 -0.635
H 0.966 -1.494 0.868
H 0.697 2.618 -2.416
C -1.007 0.142 0.561
H -1.938 -1.632 0.514
H 2.617 -0.357 0.791
H 1.475 0.122 -3.084
H 0.148 0.411 0.829
C 0.000 -2.081 1.015
H 2.664 -1.723 1.612
H 1.478 -0.222 -1.322
H -0.124 -2.199 2.175
H -2.425 1.190 1.906
C 1.711 0.588 -2.029
N -1.021 -1.365 0.214
H -1.191 0.570 2.883
H 0.277 -3.006 0.441
C 0.768 1.727 -1.713
H 2.643 0.863 -1.962
N -0.631 1.213 -1.918
H -2.378 -0.571 2.114
H -2.029 1.825 -0.349
O 2.701 -0.738 1.739
C -1.791 0.259 1.929
H -0.692 0.267 -2.453

The molar mass is 134.2 g mol⁻¹. Its multiplicity is 1. The energy above the lowest of the compared OMol25 structures with the same formula, charge and spin comes out at 80.4 kcal per mole.

[8]
Computed, not measured: C15H14N2O2 in the gas phase at a distorted geometry, with ωB97M-V/def2-TZVPD.

Atoms and positions in Å:
C 2.949 -2.609 0.317
C 4.029 -0.516 -0.073
H -1.805 2.298 0.480
H 4.922 0.057 -0.285
H 1.695 4.069 -0.914
C -1.463 1.451 -0.098
C 1.560 -0.654 0.305
C 1.138 2.102 -0.241
C 0.050 1.231 -0.030
H 4.564 -2.499 -0.544
H -4.065 0.488 1.472
H -1.759 1.726 -1.148
C 0.218 -0.111 0.399
C -3.640 0.001 0.606
H 3.298 2.062 -0.501
H -4.149 0.698 -0.113
C 0.897 3.517 -0.433
C -1.128 -0.654 0.678
H -4.117 -3.057 -1.066
N -3.569 -2.169 -0.827
C 1.668 -2.039 0.542
C -4.093 -1.410 0.187
H 0.907 -2.770 0.764
H -1.356 -1.597 1.069
H 0.089 3.804 -1.057
N 3.984 -1.910 0.019
C 2.666 0.168 -0.001
C 2.451 1.510 -0.262
O -4.986 -1.912 0.846
H 0.572 4.014 0.548
H -2.715 -1.762 -1.312
C -2.093 0.213 0.368
O 3.281 -3.742 0.306

The molar mass is 254.3 g mol⁻¹. Its multiplicity is 1. The energy above the lowest of the compared OMol25 structures with the same formula, charge and spin comes out at 86.1 kcal per mole.

[9]
Computed, not measured: C19H24N4O4 in the gas phase, with ωB97M-V/def2-TZVPD.

Atoms and positions in Å:
C -0.707 -0.369 -1.159
H -0.864 2.205 -2.337
C 0.021 -1.453 -0.343
C 6.387 0.480 2.205
C 5.683 0.483 0.849
H -2.310 -2.505 -0.892
H 5.654 2.628 0.593
H 7.464 0.550 2.076
O 1.210 1.004 0.601
N 3.556 -1.132 -0.830
H -0.366 -1.523 0.676
O 2.265 -2.964 -1.362
H 3.573 0.971 -0.926
C -2.335 1.485 -0.908
H -2.986 1.014 -2.908
C 2.422 -1.861 -0.912
O -0.207 0.046 -2.179
C 1.869 0.139 0.082
H -0.363 2.321 -0.643
H -3.809 2.407 -2.190
N -3.416 1.286 1.304
N 1.415 -1.080 -0.320
H -0.015 -2.427 -0.838
C 6.042 1.751 0.079
C -2.839 -2.049 -0.071
H -3.754 -3.876 0.542
H -5.015 -2.834 2.394
C -3.664 -2.818 0.732
H -1.573 3.442 -1.280
H 6.166 -0.433 2.753
H -3.896 1.712 2.087
H 6.032 -0.387 0.280
H 6.057 1.328 2.802
C -3.419 1.413 -1.994
C -3.475 -0.092 1.165
H -4.874 -0.392 2.749
O -3.114 3.325 0.446
H 4.429 -1.449 -1.212
C 3.364 0.158 -0.220
H 3.795 1.259 1.556
H -4.237 0.766 -1.678
C -2.699 -0.685 0.164
C -1.202 2.421 -1.329
N -1.852 0.129 -0.600
C -4.379 -2.233 1.763
C 4.171 0.358 1.067
C -4.299 -0.867 1.968
H 3.973 -0.491 1.727
H 5.639 1.736 -0.930
C -2.971 2.129 0.337
H 7.123 1.849 0.004

The molar mass is 372.4 g mol⁻¹. Its multiplicity is 1. The energy above the lowest of the compared OMol25 structures with the same formula, charge and spin comes out at 0.0 kcal per mole.

[10]
Computed, not measured: a 2-piece molecular cluster, C3H8N2 overall at a distorted geometry, with ωB97M-V/def2-TZVPD.

Atoms and positions in Å:
N 0.489 1.627 -0.371
H -1.506 -0.145 -1.328
H 0.448 0.635 0.108
N 0.867 -2.156 0.818
H 1.137 -0.849 2.498
H -0.580 2.702 -1.919
C 1.024 -1.942 2.098
C -1.438 0.841 -1.670
H 0.633 -3.123 0.411
C -0.493 1.724 -1.480
H -2.159 1.042 -2.402
H 1.071 -2.686 2.898
H 0.509 2.331 0.338

As for the charge: +1. The molar mass is 72.1 g mol⁻¹. Its multiplicity is 2. The energy above the lowest of the compared OMol25 structures with the same formula, charge and spin comes out at 79.4 kcal per mole.

[11]
Computed, not measured: C3H7NS2 in the gas phase at a distorted geometry, with ωB97M-V/def2-TZVPD.

Atoms and positions in Å:
H 0.300 -1.457 1.296
C -0.227 0.580 -0.458
C 0.618 1.786 -0.234
C 0.956 -1.741 0.458
S 0.524 -0.874 -1.196
H 0.924 -2.838 0.321
H 0.018 2.520 0.321
S -2.533 -0.663 -0.480
N -1.483 0.657 -0.187
H -3.519 -0.250 0.360
H 1.940 -1.465 0.676
H 1.526 1.543 0.319
H 0.955 2.204 -1.197

The molar mass is 121.2 g mol⁻¹. Its multiplicity is 1. The energy above the lowest of the compared OMol25 structures with the same formula, charge and spin comes out at 25.5 kcal per mole.

[12]
Computed, not measured: a 3-piece molecular cluster, C4H14NO2 overall at a distorted geometry, with ωB97M-V/def2-TZVPD.

Atoms and positions in Å:
C -2.133 1.441 0.318
H -1.074 -0.378 -1.269
H -3.829 1.108 -0.893
H -2.845 1.442 1.067
H -0.424 0.809 1.609
H 0.795 -1.651 -1.106
H 3.253 0.134 -1.155
H 3.851 -1.244 -1.456
H 2.862 -0.300 1.949
H 0.411 -2.252 0.352
C -0.480 -0.384 -0.301
C -0.933 0.525 0.634
H -2.295 1.934 -1.894
H -2.684 0.299 -1.607
O 2.546 -1.192 2.075
H 1.456 -0.915 0.419
N 0.617 -1.275 -0.108
H -1.760 2.583 0.437
H 2.381 -1.321 3.128
C -2.726 1.394 -1.029
O 3.012 -0.758 -1.168

The molar mass is 108.2 g mol⁻¹. Its multiplicity is 2. The energy above the lowest of the compared OMol25 structures with the same formula, charge and spin comes out at 94.3 kcal per mole.

| no. | total energy (eV) |
| --- | --- |
| 1 | -109247.1623 |
| 2 | -50974.7112 |
| 3 | -77378.3997 |
| 4 | -10274.7137 |
| 5 | -31096.7048 |
| 6 | -17710.4842 |
| 7 | -11538.2170 |
| 8 | -22854.7361 |
| 9 | -34245.9332 |
| 10 | -6209.9621 |
| 11 | -26384.0677 |
| 12 | -9953.9987 |